Below is a 3-piece molecular cluster, C50H82N4O7S overall in a non-equilibrium geometry, with properties calculated with ωB97M-V with the def2-TZVPD basis set.

The geometry in ORCA input format:
```
! RIJCOSX wB97M-V def2-TZVPD def2/J DEFGRID3
* xyz 0 3
C 2.5261 -1.6285 4.2175
C 1.5332 -2.0149 5.4376
O 0.1302 -1.8191 5.1147
C -0.5642 -3.1068 5.0372
C 0.0977 -4.1242 3.9862
O -0.9082 -4.8116 3.1489
C -0.3287 -4.7737 1.8210
C 0.7599 -5.8106 1.3800
C 1.3834 -5.7326 -0.0375
C 0.9288 -4.6115 -1.0055
C -0.1377 -3.5954 -0.5396
C -0.8257 -3.6174 0.8808
N -1.8561 -2.6247 1.3029
N -3.0037 -2.9919 0.5511
C -3.9899 -3.3899 1.3426
C -4.5261 -2.5232 2.6067
C -4.7591 -4.7855 1.0596
C -1.4355 -1.2376 1.0022
C -1.5497 -0.1491 2.0917
C -1.0699 1.3197 1.8003
C -0.4630 1.7493 0.4254
C 0.0503 3.2471 0.2066
O -0.0354 3.9221 1.4931
C 1.2720 4.2449 2.0186
C 2.2366 2.9683 2.2011
C -0.3481 0.6464 -0.6953
C 0.2773 0.9122 -2.1415
C 1.7358 0.1944 -2.1918
C 2.5692 0.4719 -0.8485
C 4.1393 0.0443 -0.9714
C 4.8462 0.6529 0.3663
C 6.4483 0.5962 0.3158
C 7.0038 -0.8692 0.6770
C 7.5640 -1.5276 -0.6780
O 7.3084 -2.9614 -0.7593
C 6.1806 -3.1823 -1.5996
C 4.8880 -3.8514 -0.8984
O 6.1280 -2.9361 -2.8249
C -0.8284 -0.7975 -0.3867
S -0.6921 -2.1855 -1.6353
H 2.9329 -2.5375 3.6587
H 3.3963 -0.9932 4.6051
H 1.9705 -0.9598 3.4532
H 1.7950 -1.2728 6.2877
H 1.7622 -3.0564 5.8753
H -1.6442 -2.8861 4.6867
H -0.6875 -3.5538 6.0989
H 0.7773 -4.8790 4.5421
H 0.7145 -3.4734 3.2567
H 1.1288 -6.6221 2.0878
H 2.1985 -6.4404 -0.4095
H 1.3583 -4.4981 -2.0676
H -4.8021 -1.4889 2.2090
H -3.7297 -2.4722 3.4274
H -5.4949 -3.0001 2.9884
H -4.4981 -5.4633 1.9443
H -5.8959 -4.6199 1.0292
H -4.4476 -5.2516 0.0560
H -1.9922 -0.4649 3.1049
H -1.1707 2.0400 2.6921
H 1.0861 3.3157 -0.2786
H -0.7010 3.7648 -0.4859
H 1.8226 5.0692 1.4185
H 1.1089 4.6951 3.0722
H 2.8210 2.9772 3.1847
H 3.0076 2.9899 1.3459
H 1.7005 1.9596 2.1401
H -0.3863 0.3934 -2.9124
H 0.3415 2.0125 -2.4383
H 1.6818 -0.9308 -2.3663
H 2.2891 0.6489 -3.0838
H 2.5839 1.6216 -0.7110
H 2.1783 -0.0725 0.0771
H 4.1634 -1.1030 -0.9516
H 4.6314 0.4786 -1.9152
H 4.4848 1.7456 0.4203
H 4.3956 0.0637 1.2554
H 6.7897 1.0078 -0.6917
H 6.8262 1.3025 1.1489
H 7.8417 -0.7994 1.4647
H 6.1809 -1.5151 1.1730
H 7.0696 -0.9538 -1.5502
H 8.6912 -1.3326 -0.7371
H 4.9841 -4.9887 -0.9485
H 4.8673 -3.4867 0.1886
H 3.9280 -3.5287 -1.4188
C -7.6598 -4.7575 -5.5691
C -6.5483 -5.3900 -4.6864
C -6.2513 -6.8328 -5.1584
C -7.3322 -7.8366 -4.7773
C -7.6362 -7.7706 -3.2853
C -7.9683 -6.3420 -2.8026
N -6.9580 -5.3328 -3.2498
O -5.8431 -5.5023 -2.4915
C -9.3752 -5.9476 -3.3117
C -8.1309 -6.3623 -1.2618
C -5.2941 -4.5272 -4.9846
H -8.2799 -5.5060 -6.0680
H -8.3124 -4.0993 -4.9895
H -7.2467 -4.1285 -6.3632
H -5.2999 -7.1740 -4.7329
H -6.1163 -6.8488 -6.2470
H -8.2423 -7.6628 -5.3603
H -6.9993 -8.8473 -5.0343
H -8.4668 -8.4458 -3.0568
H -6.7703 -8.1573 -2.7349
H -9.6081 -4.9084 -3.0601
H -10.1454 -6.5705 -2.8463
H -9.5058 -6.0767 -4.3849
H -7.2433 -6.7497 -0.7511
H -8.9564 -7.0174 -0.9663
H -8.3455 -5.3647 -0.8710
H -5.4443 -3.4907 -4.6669
H -5.0797 -4.5177 -6.0582
H -4.3925 -4.9085 -4.4990
C 4.6577 11.1850 1.5862
C 4.5116 9.8204 0.8576
C 4.1666 10.0478 -0.6331
C 2.7290 10.4954 -0.8676
C 1.7455 9.5504 -0.1870
C 2.0552 9.3381 1.3105
N 3.4882 8.9864 1.5588
O 3.6679 7.6946 1.1745
C 1.6782 10.6182 2.0938
C 1.0860 8.2685 1.8727
C 5.9333 9.2036 0.9253
H 4.1376 11.9963 1.0714
H 4.2899 11.1370 2.6146
H 5.7026 11.4986 1.6673
H 4.3353 9.1232 -1.1984
H 4.8477 10.7919 -1.0643
H 2.5817 11.5202 -0.5121
H 2.5241 10.5180 -1.9427
H 0.7296 9.9394 -0.3081
H 1.7664 8.5876 -0.7114
H 1.9643 10.5343 3.1467
H 0.5970 10.7853 2.0677
H 2.1229 11.5266 1.6905
H 1.1419 7.3222 1.3256
H 0.0465 8.6006 1.7891
H 1.2829 8.0680 2.9285
H 6.2324 9.0158 1.9613
H 6.6696 9.8839 0.4854
H 6.0156 8.2670 0.3683
*
```

E_tot = -84288.7626 eV
HOMO-LUMO gap (alpha / beta) = 7.98 / 7.49 eV

Results of the Mulliken charge analysis, in e, for atoms 1 through 4: number 1, C, carries -0.70; number 2, C, carries -0.39; number 3, O, carries -0.37; number 4, C, carries -0.28

=====

Below is C50H86ClF9LiN8O17PSV as an isolated structure in a non-equilibrium geometry, with properties calculated with ωB97M-V with the def2-TZVPD basis set.

The geometry in ORCA input format:
```
! RIJCOSX wB97M-V def2-TZVPD def2/J DEFGRID3
* xyz 1 1
C -4.0729 8.2724 4.5624
O -5.2219 7.6947 5.2769
C -6.0580 6.8762 4.3845
C -5.3867 5.3510 4.3113
C -6.3261 4.2858 3.4556
C -5.4396 3.3812 2.3682
C -5.0814 1.8684 2.9589
C -4.2327 0.9577 1.8750
C -2.6722 0.8143 2.3655
C -2.2190 -0.7546 2.6386
C -0.7468 -0.8096 3.3851
N 0.1004 0.4439 3.0594
N 0.1591 1.3027 4.0918
C 0.9756 2.4505 3.7079
C 1.1698 3.5626 4.9462
C -0.2973 3.8252 5.7057
C -1.3212 4.7605 4.8127
O -2.3519 3.8838 4.1677
C 1.7028 2.8296 2.3429
O 2.4694 4.0770 2.2030
C 1.5500 1.7153 1.1677
C 2.1993 1.8520 -0.3255
C 1.7595 3.2977 -1.0327
C 1.9809 3.1696 -2.6854
N 0.9307 3.6714 -3.6913
O 3.1347 2.6421 -3.1110
C 0.6799 0.4827 1.7244
N 0.4633 -0.6991 0.7766
C 1.6569 -1.3917 0.8134
S 3.0180 -2.4419 0.6215
H -3.8796 9.3824 4.9087
H -4.2151 8.3046 3.3808
H -3.0905 7.6626 4.7651
H -7.1304 6.7850 4.8761
H -6.1348 7.2698 3.2826
H -5.1882 4.9513 5.4108
H -4.3732 5.4740 3.7026
H -7.1575 4.8907 2.8592
H -6.8123 3.4948 4.1890
H -4.4893 3.9994 2.0787
H -6.1343 3.2489 1.4113
H -4.4291 2.0676 3.9385
H -6.0505 1.2761 3.2943
H -4.7415 -0.0954 1.6468
H -4.2695 1.5571 0.8447
H -2.0071 1.3328 1.5277
H -2.4320 1.3972 3.3632
H -2.0636 -1.2780 1.5831
H -2.9958 -1.3450 3.3232
H -0.1500 -1.8046 3.1223
H -0.9631 -0.8907 4.5563
H 1.8696 3.1171 5.8030
H 1.5097 4.6143 4.5649
H -0.8371 2.8258 6.0020
H -0.0677 4.4507 6.6913
H -0.7506 5.4253 4.0218
H -1.9504 5.4781 5.5294
H -2.6366 3.1590 4.8020
H 1.8842 4.8400 1.8872
H 1.7146 1.0109 -1.0174
H 3.3674 1.6672 -0.3634
H 0.5887 3.4900 -0.9016
H 2.3834 4.2037 -0.5967
H 0.8360 4.7155 -3.5522
H 0.0141 3.2640 -3.3802
C 5.0841 -2.8683 4.1873
C 4.1179 -1.9820 4.4464
C 3.6466 -1.7437 5.8250
O 2.7608 -0.9341 6.0629
C 4.2852 -2.5211 6.9055
C 5.2514 -3.4074 6.6463
C 5.7227 -3.6457 5.2678
O 6.6084 -4.4553 5.0299
H 5.4409 -3.0556 3.1818
H 3.6400 -1.4034 3.6649
H 3.9284 -2.3338 7.9109
H 5.7292 -3.9860 7.4278
O -6.6831 6.7158 0.7066
P -6.8288 7.0612 -0.7958
N -5.6636 8.3246 -0.6617
C -5.5503 9.5302 -1.4734
C -4.3088 7.8840 -0.3070
N -8.3875 7.7483 -0.5461
C -8.6017 9.1737 -0.3607
C -9.2725 7.0125 0.3668
N -6.9963 7.4583 -2.5228
C -8.2788 7.1181 -3.1712
C -5.9651 6.7445 -3.3052
H -5.1051 9.3345 -2.4549
H -4.9161 10.2721 -0.9723
H -6.4990 10.0370 -1.6354
H -3.7378 7.5894 -1.1927
H -4.3162 7.0263 0.3730
H -3.7604 8.6794 0.2092
H -7.9771 9.5862 0.4360
H -9.6485 9.4035 -0.1205
H -8.4234 9.7101 -1.2957
H -9.0555 7.2379 1.4143
H -9.1719 5.9318 0.2132
H -10.3245 7.2547 0.1691
H -8.5666 6.0819 -2.9637
H -8.2196 7.2484 -4.2589
H -9.0894 7.7810 -2.8564
H -6.1033 5.6581 -3.2445
H -4.9588 6.9678 -2.9475
H -5.9883 7.0474 -4.3583
C 7.3430 -6.0766 1.6014
C 5.8537 -5.9272 1.2551
C 4.9472 -6.9993 1.8466
F 5.2613 -8.2390 1.4030
F 3.6535 -6.7859 1.4862
F 5.7146 -5.8485 -0.0954
F 5.4464 -4.7110 1.7394
O 8.1582 -6.6993 0.6052
C 8.1770 -8.1252 0.6336
C 7.5958 -8.7525 -0.6392
F 6.3037 -8.3840 -0.8340
F 7.6047 -10.1105 -0.5652
F 7.5660 -8.5588 1.7620
F 9.4854 -8.4738 0.7614
H 7.7461 -5.0594 1.6823
H 7.5024 -6.5119 2.5950
H 4.9903 -6.9999 2.9388
H 8.1686 -8.4517 -1.5215
O -11.5573 5.2777 -0.0570
H -12.2023 5.3520 0.6225
C 9.1105 -14.3972 -5.6761
C 8.9904 -14.9632 -4.2628
N 9.5774 -14.1086 -3.2273
C 9.7017 -14.7775 -1.9277
C 8.4144 -15.1848 -1.2161
C 9.0931 -12.7283 -3.1713
C 7.5985 -12.5109 -2.9597
H 10.1548 -14.1813 -5.9280
H 8.7354 -15.1265 -6.4017
H 8.5246 -13.4820 -5.8024
H 9.5128 -15.9274 -4.2641
H 7.9360 -15.1764 -4.0611
H 10.2942 -14.1497 -1.2510
H 10.3079 -15.6821 -2.0688
H 7.9100 -14.3249 -0.7721
H 8.6510 -15.8708 -0.3960
H 7.7155 -15.7011 -1.8778
H 9.3817 -12.2252 -4.1022
H 9.6416 -12.1794 -2.3934
H 6.9858 -13.1733 -3.5767
H 7.3366 -11.4827 -3.2327
H 7.3148 -12.6431 -1.9149
C -3.1605 9.1073 -9.0974
O -3.6832 10.1003 -8.2172
C -4.6382 9.6458 -7.3669
O -5.0595 8.5014 -7.3073
O -5.0432 10.6855 -6.5946
C -6.0541 10.3522 -5.6452
H -2.4057 9.5809 -9.7312
H -2.6791 8.3038 -8.5307
H -3.9504 8.7086 -9.7421
H -5.6884 9.5986 -4.9404
H -6.9597 10.0033 -6.1519
H -6.3014 11.2571 -5.0833
Li -10.8030 7.9369 -1.3141
Cl -4.1781 10.9077 4.9206
O -0.4461 8.8431 -9.9552
V 0.4753 9.7226 -8.7454
O 1.3968 10.6021 -7.5355
C 3.5245 -11.9755 -2.2305
C 2.4309 -12.8954 -2.6540
O 2.7785 -13.2334 -3.9776
C 4.1382 -13.1544 -4.0181
O 4.8256 -13.6347 -4.9039
O 4.6392 -12.4773 -2.9402
F 1.2418 -12.2526 -2.6770
H 3.3431 -10.9370 -2.5269
H 3.7000 -12.0069 -1.1518
H 2.3512 -13.8058 -2.0504
*
```

E_tot = -182930.7834 eV
HOMO-LUMO gap = 0.99 eV

Results of the Mulliken charge analysis, in e, for atoms 1 through 4: number 1, C, carries -0.10; number 2, O, carries -0.32; number 3, C, carries -0.28; number 4, C, carries 0.16

=====

Below is a 18-piece molecular cluster, C50H90NO40 overall in a non-equilibrium geometry, with properties calculated with ωB97M-V with the def2-TZVPD basis set.

The geometry in ORCA input format:
```
! RIJCOSX wB97M-V def2-TZVPD def2/J DEFGRID3
* xyz 1 1
C 0.2102 1.7894 1.6927
C 0.0044 1.9187 0.1750
C 1.2081 1.2908 -0.5966
C 1.3002 -0.2456 -0.5788
C 0.0384 -0.7391 -1.2575
C -1.3230 -0.2888 -0.6723
N -1.2215 1.2275 -0.4531
O -2.4423 1.7986 -0.2148
C -1.5935 -1.0106 0.7821
C -2.4621 -0.5244 -1.7005
C -0.0994 3.4082 -0.1901
H 0.9822 2.4366 2.1089
H 0.5888 0.8406 2.0730
H -0.6886 1.9262 2.2939
H 2.0532 1.8032 -0.1369
H 1.2510 1.5949 -1.6425
H 1.5263 -0.5025 0.4561
H 2.0980 -0.7212 -1.1492
H 0.1285 -1.8227 -1.3333
H 0.1434 -0.4419 -2.3009
H -1.0897 -0.4957 1.6001
H -1.3919 -2.0814 0.7534
H -2.6323 -0.8271 1.0566
H -3.4344 -0.3513 -1.2393
H -2.4840 -1.5761 -1.9859
H -2.4083 0.1603 -2.5469
H -0.8299 4.0322 0.3249
H -0.1250 3.4840 -1.2771
H 0.8497 3.8959 0.0322
C -2.5764 -8.9629 0.5320
C -1.4190 -9.4507 -0.2725
O -0.8671 -8.3518 -0.8811
C -1.7429 -7.3930 -1.0072
O -1.6810 -6.4518 -1.6842
O -2.8961 -7.7984 -0.3193
H -2.3916 -8.7667 1.5882
H -3.4381 -9.6159 0.6705
H -1.7522 -10.2749 -0.9032
H -0.6784 -9.8739 0.4061
C -0.4446 10.0974 -0.3558
C -1.8485 9.7147 -0.5087
O -2.0338 9.2602 -1.8696
C -0.8747 9.3993 -2.5384
O -0.7552 9.3477 -3.7800
O 0.1040 9.8237 -1.6555
H 0.0374 9.6189 0.4967
H -0.2794 11.1643 -0.2055
H -2.4647 10.5889 -0.2988
H -2.0607 8.7312 -0.0894
C 2.1180 6.1036 -6.6091
C 0.8880 5.4186 -5.9068
O 1.3929 4.9446 -4.6999
C 2.7379 5.0037 -4.7127
O 3.5215 4.6785 -3.8467
O 3.1688 5.5352 -5.8372
H 2.0162 7.1745 -6.4332
H 2.2033 5.8957 -7.6757
H 0.5095 4.5267 -6.4060
H 0.1358 6.1904 -5.7435
C 5.7924 -7.2737 -4.8805
C 4.2736 -7.2588 -4.9022
O 3.9664 -6.2592 -3.9007
C 5.0790 -5.6048 -3.5389
O 5.0608 -4.6168 -2.7768
O 6.1024 -6.0786 -4.1822
H 6.1896 -7.1706 -5.8903
H 6.3104 -8.0468 -4.3129
H 3.8562 -8.2167 -4.5917
H 3.9057 -6.8868 -5.8584
C -6.4138 1.6378 2.7082
C -7.2582 2.3877 3.7312
O -6.3032 3.1252 4.5271
C -5.0522 2.6420 4.3173
O -4.0188 2.9736 4.9407
O -5.1238 1.8050 3.2561
H -6.5035 2.1019 1.7260
H -6.9488 0.7030 2.5406
H -7.8504 1.7194 4.3563
H -8.0020 3.0983 3.3707
C -2.4973 -3.9291 7.3346
C -2.7964 -2.8273 8.3220
O -2.3546 -1.6386 7.7473
C -1.4571 -1.9578 6.8018
O -0.8029 -1.1273 6.1385
O -1.4514 -3.2699 6.6795
H -3.2677 -4.0961 6.5818
H -2.2105 -4.8556 7.8320
H -2.2887 -3.0772 9.2536
H -3.8849 -2.8296 8.3786
C 0.8140 5.2912 7.7897
C 0.7172 3.7843 7.6832
O 2.0068 3.3731 8.1323
C 2.6699 4.3429 8.7243
O 3.7937 4.1859 9.3593
O 1.9217 5.4735 8.5878
H -0.0923 5.6775 8.2559
H 0.9515 5.6921 6.7855
H 0.6736 3.5593 6.6176
H -0.1367 3.2678 8.1216
C 2.7614 -4.7963 1.1572
C 3.2034 -6.0800 1.8837
O 1.8879 -6.6017 2.2229
C 1.0098 -5.6293 2.2532
O -0.1102 -5.7166 2.6813
O 1.6176 -4.4849 1.9173
H 2.5023 -4.9490 0.1095
H 3.4892 -3.9850 1.1666
H 3.8714 -5.8883 2.7234
H 3.7017 -6.7679 1.2006
C -6.4038 -5.5660 2.8000
C -5.7825 -4.7111 1.6691
O -5.8839 -3.4094 2.2691
C -6.1520 -3.6014 3.6331
O -6.2496 -2.6380 4.3930
O -6.3487 -4.8701 3.9469
H -5.9352 -6.5441 2.9082
H -7.4865 -5.6492 2.7053
H -6.4567 -4.7209 0.8127
H -4.7503 -4.9226 1.3900
C 8.7013 1.4999 -1.9087
C 7.2631 1.7444 -2.4105
O 6.5096 1.0255 -1.4692
C 7.1056 0.9988 -0.2875
O 6.6160 0.6728 0.7941
O 8.4188 1.4110 -0.4981
H 9.3824 2.3351 -2.0716
H 9.0517 0.5591 -2.3332
H 7.0626 1.3242 -3.3960
H 7.0705 2.8156 -2.3513
C -4.3754 3.6649 -5.9946
C -4.0556 5.1371 -6.3304
O -4.3432 5.7526 -5.0998
C -4.3596 4.8380 -4.0934
O -4.4380 5.0940 -2.8818
O -4.3638 3.6917 -4.5387
H -3.6844 2.9367 -6.4193
H -5.3757 3.3576 -6.2996
H -4.6766 5.5108 -7.1445
H -3.0753 5.2214 -6.7995
O -8.1529 -0.0742 -1.1795
H -8.5146 -0.7081 -1.7988
H -8.3548 0.7789 -1.5638
O 0.5158 -4.0514 -4.9239
H 1.0741 -3.2743 -4.8968
H 0.6527 -4.4748 -4.0764
C 5.5127 -1.1672 5.1489
C 3.9944 -1.4506 4.9425
O 3.4747 -0.8621 6.0976
H 5.7755 -1.5148 6.1480
H 5.7304 -0.1038 5.0490
H 6.1609 -1.6297 4.4046
H 3.7511 -2.5091 4.8499
H 3.6293 -0.8888 4.0828
H 2.5419 -0.8306 5.8731
C -5.5029 -3.4365 -5.1766
C -4.3022 -4.2401 -5.6766
O -4.4148 -5.5425 -5.0493
H -5.3603 -2.3750 -5.3786
H -5.4984 -3.5737 -4.0952
H -6.5172 -3.7559 -5.4160
H -3.4065 -3.7015 -5.3671
H -4.3097 -4.3053 -6.7647
H -3.4992 -5.8182 -4.9639
C 2.2018 0.3526 -6.5900
C 3.4919 0.0554 -5.9295
O 3.4497 -1.1974 -5.3247
H 1.4195 0.3306 -5.8313
H 2.0613 -0.3402 -7.4197
H 2.3158 1.3490 -7.0171
H 3.7015 0.7150 -5.0874
H 4.2838 0.2197 -6.6602
H 4.3523 -1.4882 -5.1748
C 5.0114 4.5000 4.4149
C 5.6838 5.3292 3.3525
O 4.8058 5.3233 2.2406
H 4.6500 3.5129 4.1266
H 4.1145 5.0242 4.7450
H 5.7325 4.3576 5.2197
H 6.6881 4.9394 3.1866
H 5.7999 6.3440 3.7331
H 4.1816 6.0464 2.1443
*
```

E_tot = -136682.6785 eV
HOMO-LUMO gap = 4.87 eV

Results of the Mulliken charge analysis, in e, for atoms 1 through 4: number 1, C, carries -2.02; number 2, C, carries 1.74; number 3, C, carries -1.71; number 4, C, carries -0.55

=====

The lowest E_tot belongs to which entry? C50H86ClF9LiN8O17PSV

=====

What is the formula in the second record? C50H86ClF9LiN8O17PSV

=====

Which of these has the lowest E_tot? C50H86ClF9LiN8O17PSV